No. 1
{
  "formula": "C24H66NO9",
  "method": "ωB97M-V/def2-TZVPD",
  "spin_multiplicity": 1,
  "charge": 1,
  "species": ["C", "C", "O", "C", "C", "C", "C", "C", "C", "N", "H", "H", "H", "H", "H", "H", "H", "H", "H", "H", "H", "H", "H", "H", "H", "H", "H", "H", "C", "C", "O", "H", "H", "H", "H", "H", "H", "C", "C", "O", "H", "H", "H", "H", "H", "H", "C", "C", "O", "H", "H", "H", "H", "H", "H", "C", "C", "O", "H", "H", "H", "H", "H", "H", "C", "C", "O", "H", "H", "H", "H", "H", "H", "C", "C", "O", "H", "H", "H", "H", "H", "H", "C", "C", "O", "H", "H", "H", "H", "H", "H", "C", "C", "O", "H", "H", "H", "H", "H", "H"],
  "coordinates": [[3.268, -0.293, -0.078], [3.042, -1.171, -1.307], [2.846, -0.404, -2.496], [1.522, -0.386, -2.924], [0.573, 0.390, -2.000], [-0.785, -0.246, -1.878], [-1.873, 0.485, -1.111], [-2.986, -0.571, -1.016], [-2.310, -1.919, -1.264], [-0.822, -1.603, -1.240], [4.217, -0.486, 0.409], [2.468, -0.438, 0.647], [3.230, 0.749, -0.390], [2.153, -1.793, -1.162], [3.886, -1.831, -1.491], [1.158, -1.417, -3.063], [1.507, 0.067, -3.913], [0.407, 1.395, -2.385], [1.014, 0.509, -1.008], [-1.180, -0.427, -2.885], [-2.113, 1.359, -1.705], [-1.466, 0.754, -0.138], [-3.717, -0.383, -1.799], [-3.519, -0.501, -0.072], [-2.550, -2.725, -0.578], [-2.516, -2.269, -2.271], [-0.286, -2.314, -1.734], [-0.509, -1.578, -0.267], [-3.131, 4.417, 1.685], [-2.191, 3.234, 1.727], [-1.503, 3.051, 0.481], [-3.866, 4.297, 0.888], [-3.659, 4.534, 2.631], [-2.577, 5.339, 1.489], [-2.727, 2.306, 1.909], [-1.461, 3.354, 2.533], [-1.001, 3.852, 0.296], [6.799, -1.363, 3.932], [5.882, -1.314, 2.726], [5.193, -0.071, 2.611], [6.236, -1.161, 4.843], [7.274, -2.340, 4.024], [7.586, -0.611, 3.848], [5.083, -2.051, 2.813], [6.445, -1.537, 1.813], [5.845, 0.629, 2.501], [1.810, -1.636, -7.498], [1.134, -2.507, -6.460], [2.051, -3.018, -5.492], [2.595, -2.194, -8.007], [1.091, -1.286, -8.240], [2.268, -0.760, -7.032], [0.688, -3.385, -6.926], [0.329, -1.948, -5.965], [2.478, -2.267, -5.066], [-1.411, -0.794, 4.327], [-1.707, 0.620, 4.791], [-2.870, 1.166, 4.173], [-1.291, -0.817, 3.243], [-0.498, -1.176, 4.785], [-2.231, -1.468, 4.585], [-0.893, 1.289, 4.515], [-1.808, 0.652, 5.880], [-3.623, 0.616, 4.410], [1.750, 5.876, 1.293], [0.968, 6.486, 0.145], [-0.315, 6.959, 0.545], [1.191, 5.055, 1.746], [2.713, 5.495, 0.951], [1.940, 6.619, 2.070], [0.773, 5.739, -0.626], [1.541, 7.294, -0.320], [-0.187, 7.643, 1.209], [-3.796, 2.330, -5.258], [-2.902, 1.123, -5.050], [-2.195, 0.748, -6.223], [-4.515, 2.128, -6.051], [-4.341, 2.582, -4.348], [-3.206, 3.200, -5.551], [-3.495, 0.252, -4.768], [-2.180, 1.318, -4.242], [-1.657, 1.494, -6.506], [-3.955, -4.329, 3.079], [-4.626, -3.166, 2.377], [-3.825, -1.981, 2.401], [-3.727, -4.068, 4.112], [-4.598, -5.209, 3.075], [-3.017, -4.596, 2.585], [-5.552, -2.894, 2.878], [-4.875, -3.433, 1.343], [-2.984, -2.188, 1.984], [2.456, -3.509, 4.473], [1.665, -3.454, 3.180], [1.048, -2.184, 2.957], [1.825, -3.295, 5.335], [2.909, -4.491, 4.609], [3.253, -2.761, 4.449], [0.853, -4.178, 3.186], [2.322, -3.696, 2.335], [1.741, -1.515, 2.970]],
  "mulliken_charge": [-0.95, -0.03, -0.48, -0.91, -0.31, -0.44, -0.60, -0.56, -0.82, 0.16, 0.12, 0.24, 0.43, 0.02, 0.49, 0.36, 0.43, 0.42, 0.15, 0.20, 0.57, 0.24, 0.36, 0.32, 0.48, 0.34, 0.40, 0.29, -1.13, 0.12, -0.35, 0.31, 0.35, 0.23, 0.13, 0.16, 0.17, -1.21, -0.09, -0.49, 0.29, 0.36, 0.37, 0.15, 0.32, 0.28, -1.08, 0.03, -0.53, 0.30, 0.34, 0.30, 0.34, 0.03, 0.30, -0.28, -0.54, -0.44, -0.15, 0.23, 0.30, 0.31, 0.31, 0.28, -0.90, -0.31, -0.50, 0.18, 0.33, 0.35, 0.23, 0.34, 0.30, -1.23, 0.35, -0.54, 0.31, 0.35, 0.35, 0.25, -0.11, 0.32, -1.06, -0.22, -0.34, 0.25, 0.39, 0.30, 0.31, 0.26, 0.11, -1.01, -0.28, -0.38, 0.31, 0.36, 0.20, 0.33, 0.24, 0.24]
}

No. 2
{
  "formula": "C24H68BeN5O11",
  "method": "ωB97M-V/def2-TZVPD",
  "spin_multiplicity": 1,
  "e_above_lowest_kj_mol": 243.01,
  "charge": 1,
  "species": ["Be", "O", "C", "O", "O", "H", "C", "C", "C", "O", "C", "N", "H", "H", "H", "H", "H", "H", "H", "H", "H", "H", "H", "C", "C", "C", "O", "C", "N", "H", "H", "H", "H", "H", "H", "H", "H", "H", "H", "H", "C", "C", "C", "O", "C", "N", "H", "H", "H", "H", "H", "H", "H", "H", "H", "H", "H", "C", "C", "C", "O", "C", "N", "H", "H", "H", "H", "H", "H", "H", "H", "H", "H", "H", "C", "C", "C", "O", "C", "N", "H", "H", "H", "H", "H", "H", "H", "H", "H", "H", "H", "C", "O", "H", "H", "H", "H", "C", "O", "H", "H", "H", "H", "C", "O", "H", "H", "H", "H"],
  "coordinates": [[-2.719, -1.254, 1.899], [-0.145, 0.152, -1.298], [-0.897, -0.155, -0.285], [-1.348, -1.305, -0.142], [-1.320, 0.745, 0.438], [-0.207, 1.081, -1.066], [0.044, -5.124, 2.668], [-0.580, -3.710, 3.040], [0.211, -2.305, 2.662], [-0.531, -1.142, 3.088], [0.384, -0.039, 3.377], [-1.848, -3.614, 2.304], [0.511, -5.196, 1.686], [-0.729, -5.885, 2.771], [0.792, -5.441, 3.395], [-0.719, -3.723, 4.121], [0.381, -2.247, 1.586], [1.169, -2.384, 3.176], [-0.209, 0.872, 3.291], [1.149, -0.006, 2.601], [0.748, 0.185, 4.380], [-2.505, -4.371, 2.429], [-1.529, -3.754, 1.356], [0.541, 6.630, 3.670], [-0.362, 5.418, 3.713], [0.452, 4.106, 3.514], [1.152, 4.139, 2.247], [0.368, 4.053, 1.110], [-0.896, 5.235, 5.032], [-0.018, 7.564, 3.743], [1.121, 6.618, 2.748], [1.172, 6.567, 4.556], [-1.183, 5.500, 3.001], [-0.250, 3.276, 3.437], [1.228, 4.015, 4.274], [-0.401, 3.290, 1.232], [0.947, 3.682, 0.264], [0.002, 5.042, 0.831], [-0.255, 4.899, 5.736], [-1.374, 6.016, 5.459], [3.166, 1.312, -0.201], [4.429, 2.105, -0.332], [5.697, 1.290, 0.077], [5.809, 1.051, 1.483], [7.104, 0.551, 1.817], [4.527, 2.378, -1.730], [3.116, 1.082, 0.863], [3.266, 0.328, -0.659], [2.352, 1.975, -0.494], [4.366, 2.969, 0.329], [6.543, 1.854, -0.317], [5.666, 0.299, -0.375], [7.738, 0.152, 1.025], [6.868, -0.120, 2.643], [7.721, 1.344, 2.239], [4.495, 1.551, -2.309], [3.725, 2.846, -2.126], [-0.943, -3.735, -2.815], [-0.312, -4.549, -1.703], [1.161, -4.241, -1.381], [1.987, -4.062, -2.567], [3.371, -3.698, -2.329], [-1.144, -4.370, -0.509], [-1.054, -2.666, -2.636], [-1.954, -4.061, -3.059], [-0.216, -3.884, -3.613], [-0.425, -5.613, -1.912], [1.603, -5.111, -0.895], [1.254, -3.359, -0.748], [3.876, -4.555, -1.883], [3.515, -2.898, -1.603], [3.796, -3.359, -3.274], [-1.928, -4.988, -0.655], [-1.560, -3.460, -0.645], [-5.958, -2.502, -1.323], [-4.975, -1.822, -0.420], [-5.604, -0.663, 0.314], [-4.583, 0.078, 1.048], [-4.779, 1.526, 1.178], [-4.494, -2.709, 0.551], [-5.701, -3.441, -1.813], [-6.322, -1.917, -2.167], [-6.766, -2.947, -0.741], [-4.053, -1.406, -0.827], [-6.354, -1.174, 0.917], [-6.067, 0.091, -0.323], [-3.822, 1.987, 1.421], [-5.701, 1.863, 1.652], [-4.914, 1.882, 0.156], [-5.237, -3.037, 1.151], [-4.144, -3.542, 0.098], [1.655, 3.408, -3.880], [1.948, 2.240, -3.165], [2.560, 3.995, -4.036], [1.378, 3.167, -4.906], [1.073, 4.072, -3.242], [1.326, 1.536, -3.361], [-2.630, 2.250, -3.041], [-1.532, 2.092, -3.934], [-2.860, 3.265, -2.717], [-3.558, 1.959, -3.535], [-2.334, 1.576, -2.237], [-0.928, 1.353, -3.832], [0.601, -0.874, -5.469], [0.313, -0.025, -4.340], [-0.270, -1.390, -5.873], [1.157, -0.459, -6.310], [1.288, -1.681, -5.213], [0.324, -0.539, -3.530]],
  "mulliken_charge": [0.91, 0.34, -0.02, 0.00, -0.69, -0.01, -1.21, 0.05, -0.51, -0.24, -0.63, -0.34, 0.14, 0.40, 0.43, 0.40, 0.22, 0.49, 0.02, 0.37, 0.34, 0.35, 0.19, -1.36, 0.52, -0.58, -0.39, -0.44, -0.67, 0.41, 0.32, 0.29, 0.25, 0.15, 0.51, 0.20, -0.03, 0.33, 0.22, 0.23, -0.41, 0.22, -0.74, -0.30, -0.81, -0.71, 0.29, 0.18, -0.18, 0.37, 0.38, 0.30, 0.36, 0.24, 0.28, 0.29, 0.25, -1.31, 0.18, -0.41, -0.37, -0.74, -0.25, 0.07, 0.39, 0.45, 0.44, 0.35, 0.15, 0.33, 0.24, 0.28, 0.27, -0.33, -1.53, 0.57, -0.90, -0.06, -0.85, -0.36, 0.42, 0.41, 0.39, 0.02, 0.36, 0.48, 0.14, 0.36, 0.36, 0.29, 0.19, -0.77, -0.26, 0.33, 0.31, 0.24, 0.23, -0.15, -0.53, 0.31, 0.28, -0.21, 0.44, -0.80, -0.57, 0.33, 0.31, 0.25, 0.22]
}

| no. | gap between HOMO and LUMO (eV) |
| --- | --- |
| 1 | 9.44 |
| 2 | 4.80 |